(1)
{
  "formula": "C4H13NO2",
  "method": "ωB97M-V with the def2-TZVPD basis set",
  "symbols": ["C", "C", "C", "N", "C", "O", "H", "H", "H", "H", "H", "H", "H", "H", "H", "H", "H", "H", "H", "O"],
  "coordinates": [[-2.893868, -0.137624, -0.070506], [-1.731742, -0.405452, -0.724040], [-0.738237, -1.453148, -0.135669], [0.124354, 1.612110, -0.963559], [0.267831, 1.991593, 0.485886], [2.615527, -0.374075, -0.606661], [0.518328, 3.111508, 0.630418], [-3.038551, -0.699414, 0.864248], [-3.379369, 0.836654, -0.124077], [-1.531312, -0.038637, -1.709162], [-0.600662, -1.393964, 0.934151], [-1.275519, -2.388841, -0.363033], [0.195044, -1.407400, -0.563003], [-0.352347, 2.467394, -1.344651], [-0.649830, 1.725766, 1.065987], [1.067066, 1.394523, 0.948936], [2.277480, 0.525232, -0.543077], [2.157700, -1.186860, 2.176606], [2.007319, -0.891844, -0.132574], [1.423257, -1.289813, 1.552926]],
  "atomic_forces_ev_per_a": [[1.8, 0.6, 0.9], [0.1, -1.0, 1.6], [-3.8, 0.3, -0.3], [-0.6, 1.3, 2.7], [0.6, 0.6, -1.1], [1.7, 1.6, -1.8], [-0.8, -1.5, -0.4], [-0.2, 0.3, -0.4], [-0.6, -0.6, -0.7], [0.2, 0.5, -0.5], [-0.2, 0.3, 0.1], [0.7, -0.2, 0.0], [1.8, -0.1, -1.3], [0.3, -0.8, -0.1], [0.5, 0.3, -0.4], [-0.2, -0.3, -0.1], [0.1, -0.2, -0.2], [0.0, 0.0, -0.2], [-1.3, -1.4, 1.8], [-0.1, 0.4, 0.3]],
  "nbo_charge": [-0.3624, -0.1233, -0.6615, -0.2515, -0.5327, -0.9312, 0.2183, 0.1977, 0.2029, 0.2191, 0.2631, 0.2261, 0.2265, 0.3257, 0.2833, 0.2526, 0.4469, 0.4301, 0.4903, -0.9199],
  "de_lowest_kj_mol": 914.1,
  "e_tot_ha": -365.09434,
  "spin_multiplicity": 1
}

(2)
{
  "formula": "C5H13N",
  "method": "ωB97M-V with the def2-TZVPD basis set",
  "symbols": ["C", "C", "C", "C", "C", "N", "H", "H", "H", "H", "H", "H", "H", "H", "H", "H", "H", "H", "H"],
  "coordinates": [[0.809728, -0.865011, -0.766307], [-0.520485, -0.560584, -1.185133], [-0.819473, 0.868728, -1.358220], [-0.148887, -1.541311, 0.402379], [-0.260468, -0.643597, 1.693848], [0.778475, 2.107642, 0.444812], [1.428537, -0.100948, -0.327128], [1.328901, -1.584044, -1.405517], [-1.134852, -1.206905, -1.792422], [-0.476466, 1.352942, -2.257723], [-1.840548, 1.114890, -1.055517], [-0.115061, 1.624296, -0.332150], [0.606769, -2.289519, 0.671288], [-1.136315, -1.984468, 0.351995], [0.777477, -0.505997, 1.986351], [-0.750064, 0.291585, 1.462934], [-0.800973, -1.204921, 2.457097], [0.600036, 2.918194, 1.028650], [1.673666, 2.209019, -0.019244]],
  "atomic_forces_ev_per_a": [[-1.3, -1.5, -1.3], [0.7, 4.4, -3.6], [-1.9, -2.0, 2.0], [1.2, 0.6, 3.4], [0.7, -0.9, -1.2], [-0.9, -0.9, -0.3], [-0.2, 0.4, 0.1], [0.0, -0.4, 0.7], [-0.1, -1.1, 1.0], [0.9, 0.1, 0.2], [-0.3, 0.0, -1.0], [2.0, 1.2, 1.1], [-0.6, -0.6, -0.1], [0.2, -0.4, -1.2], [-0.3, 0.6, 0.5], [0.1, 0.2, 0.2], [0.0, 0.0, 0.0], [-0.1, 0.0, -0.3], [-0.1, 0.3, -0.2]],
  "nbo_charge": [-0.3754, 0.0338, -0.7967, -0.4397, -0.5887, -1.2474, 0.2712, 0.2211, 0.2155, 0.2622, 0.1972, 0.3710, 0.2683, 0.2664, 0.2165, 0.2385, 0.2032, 0.3490, 0.3340],
  "de_lowest_kj_mol": 625.6,
  "e_tot_ha": -252.82481,
  "spin_multiplicity": 1
}

(3)
{
  "formula": "C24H26AlN4S2Si",
  "method": "ωB97M-V with the def2-TZVPD basis set",
  "symbols": ["C", "C", "C", "H", "C", "C", "H", "H", "H", "H", "Al", "C", "H", "H", "H", "Si", "C", "C", "H", "C", "H", "C", "H", "C", "H", "C", "H", "C", "C", "H", "C", "H", "C", "H", "C", "H", "C", "H", "H", "H", "N", "C", "N", "C", "C", "S", "C", "C", "S", "C", "N", "N", "H", "H", "H", "H", "H", "H"],
  "coordinates": [[0.820062, 1.720839, 1.410296], [-0.254613, 2.291863, 0.700803], [-1.473479, 1.912822, 1.298945], [-0.163663, 3.010308, -0.118880], [-1.182302, 1.105702, 2.459971], [0.292217, 0.987999, 2.539575], [0.860231, 0.751584, 3.448959], [1.871904, 1.917762, 1.219039], [-2.465642, 2.271938, 0.998511], [-1.868934, 0.949839, 3.302423], [-0.446082, -0.831511, 1.891177], [-0.781092, -1.590683, 0.261961], [-1.521281, -2.396721, 0.382108], [0.144457, -1.994171, -0.171723], [-1.183989, -0.938835, -0.510201], [0.312100, 1.344433, -2.547300], [2.006769, 0.620189, -2.805644], [3.191043, 1.372360, -2.900801], [3.143532, 2.448490, -3.021178], [4.429252, 0.730438, -2.831543], [5.353923, 1.311014, -2.880431], [4.494792, -0.665217, -2.686721], [5.452407, -1.183580, -2.669370], [3.313339, -1.416662, -2.581861], [3.331574, -2.498836, -2.425001], [2.071011, -0.774952, -2.670950], [1.146561, -1.361135, -2.618075], [-1.278875, 1.475636, -3.452975], [-1.255088, 2.230816, -4.640956], [-0.574948, 1.944399, -5.447223], [-2.122313, 3.335134, -4.722964], [-1.990951, 4.087931, -5.500350], [-3.173884, 3.465361, -3.797218], [-3.830736, 4.335577, -3.830568], [-3.411153, 2.448845, -2.845631], [-4.316399, 2.446015, -2.238057], [-2.468614, 1.421556, -2.690241], [-2.609673, 0.597885, -1.978423], [-0.180108, 0.482243, -1.465235], [0.559913, 2.648171, -2.132106], [-3.631812, -1.094070, 2.576713], [-2.801393, -1.811385, 3.335109], [-1.477851, -1.805303, 3.185643], [-0.825920, -2.710418, 4.030585], [-1.673625, -3.389431, 4.874469], [-3.333279, -2.889274, 4.614032], [0.567795, -2.746653, 3.793009], [1.626611, -3.485662, 4.277675], [3.095150, -3.100700, 3.445471], [2.224117, -1.931307, 2.452132], [0.934879, -1.866521, 2.769569], [2.781716, -1.242596, 1.446358], [-4.623134, -1.204703, 2.752602], [-3.302000, -0.471482, 1.839296], [-1.355461, -4.120910, 5.603510], [1.525650, -4.201159, 5.087259], [3.769225, -1.392270, 1.274693], [2.258092, -0.551011, 0.909731]],
  "atomic_forces_ev_per_a": [[-1.0, 0.0, 0.7], [-0.1, 0.0, 0.4], [0.6, -0.3, 0.9], [0.0, -0.6, 0.3], [0.2, 1.1, -0.4], [-0.1, 1.1, -0.5], [-0.3, 0.1, -0.4], [-0.2, -0.2, 0.0], [0.5, -0.4, 0.1], [0.4, 0.0, -0.4], [0.3, 0.7, 1.3], [-0.5, -0.6, -2.2], [0.4, -0.1, 0.0], [-0.2, -0.2, 0.0], [0.0, 0.1, 0.0], [-0.3, -2.4, 0.4], [0.0, -0.3, -0.7], [-0.1, -0.7, 0.1], [0.0, 0.0, 0.1], [0.1, -0.3, 0.0], [-0.3, -0.2, -0.1], [-0.5, 0.1, 0.1], [-0.1, 0.2, 0.1], [-0.2, 0.2, -0.1], [0.2, 0.3, -0.2], [0.7, 0.0, 0.1], [0.3, 0.2, 0.1], [-0.5, -0.6, -1.5], [-0.9, 0.9, 0.6], [0.3, 0.7, 0.4], [-0.4, -0.6, -0.1], [-0.2, -0.3, 0.1], [0.2, -0.4, 0.4], [0.2, -0.3, -0.1], [0.2, -0.2, -0.7], [0.2, 0.1, -0.2], [0.4, 0.8, -0.1], [0.2, 0.7, 0.1], [0.2, 0.1, 0.4], [0.3, 1.9, 0.5], [-0.6, -0.1, 0.2], [1.0, -0.5, 0.4], [-1.5, -0.3, 0.6], [-2.9, -0.4, 1.1], [1.0, 0.8, -0.9], [0.8, 0.1, -0.4], [3.2, -0.5, -0.3], [-1.8, 0.7, -0.1], [-0.6, 0.5, -0.3], [-0.6, -0.6, 0.5], [1.4, -0.4, -0.2], [0.3, -0.2, 0.3], [0.3, 0.3, -0.3], [-0.1, -0.3, 0.4], [-0.4, 0.0, 0.0], [0.5, 0.1, -0.3], [-0.4, 0.3, -0.2], [0.3, -0.3, 0.2]],
  "nbo_charge": [-0.2541, -0.2171, -0.2259, 0.2306, -0.5327, -0.5667, 0.2699, 0.2304, 0.2307, 0.2592, 1.8060, -1.3634, 0.2490, 0.2522, 0.2645, 1.2084, -0.4843, -0.1334, 0.2118, -0.2317, 0.2229, -0.2130, 0.2214, -0.2149, 0.2154, -0.2081, 0.2161, -0.4784, -0.1815, 0.2240, -0.2159, 0.2257, -0.2010, 0.2232, -0.2262, 0.2166, -0.1896, 0.2144, -0.2149, -0.2038, -0.7699, 0.3235, -0.7020, 0.1914, -0.4178, 0.4489, 0.0887, -0.4045, 0.4557, 0.3288, -0.6782, -0.7708, 0.4246, 0.4421, 0.2659, 0.2673, 0.4263, 0.4441],
  "de_lowest_kj_mol": 0.0,
  "e_tot_ha": -2477.28961,
  "charge": 1,
  "spin_multiplicity": 1
}